[1]
Molecular formula: C14H21BF4N4ORuSi
Method: DFT, wB97M-V/def2-TZVPD

Calculated values
- <S²>: 8.79
- HOMO-LUMO gap (alpha / beta): 0.1348 / 0.2484 hartree
- 2S+1: 6
- E_HOMO (alpha / beta): -1.21 / -4.58 eV
- Charge: -1

Element x y z (Å)
1 Ru -0.501509 0.045577 -0.124179
2 C -0.298780 -0.153518 3.997458
3 C 0.695222 -0.668325 2.993301
4 C 1.731639 -1.475934 3.382806
5 C 2.638308 -1.963718 2.425323
6 C 2.481769 -1.613137 1.082749
7 C 1.477134 -0.767182 0.659917
8 N 0.494682 -0.281757 1.710438
9 N 1.452587 -0.539564 -0.816383
10 Si 2.561717 0.727135 -1.346667
11 C 1.696287 1.907428 -2.532702
12 C 3.884559 -0.139639 -2.375517
13 C 3.383590 1.672696 0.033548
14 H 0.200961 0.454827 4.753161
15 H -0.807731 -0.982541 4.493123
16 H -1.054216 0.466882 3.513285
17 H 1.842618 -1.745416 4.426193
18 H 3.451688 -2.617134 2.717224
19 H 3.170656 -2.008444 0.347670
20 H 1.242625 1.355277 -3.361604
21 H 2.412468 2.621170 -2.955009
22 H 0.917347 2.465438 -2.023464
23 H 3.427557 -0.680683 -3.206267
24 H 4.440837 -0.855215 -1.765564
25 H 4.591555 0.588167 -2.784003
26 H 2.643618 2.164240 0.667792
27 H 4.043942 2.444366 -0.376029
28 H 3.989890 1.016950 0.662114
29 N -3.192652 1.150404 1.276453
30 C -3.414828 1.047547 -0.098728
31 C -4.645062 1.421810 -0.633347
32 C -4.840026 1.337256 -1.997202
33 C -3.803079 0.891332 -2.806690
34 C -2.614811 0.549519 -2.203982
35 N -2.404676 0.616944 -0.878743
36 H -3.894731 0.658269 1.812442
37 H -2.257564 0.814031 1.499989
38 H -5.428906 1.785606 0.014981
39 H -5.789548 1.625385 -2.429232
40 H -3.915619 0.815825 -3.877602
41 H -1.772732 0.198087 -2.787514
42 F -1.013431 -3.928014 -1.227553
43 B -1.643170 -3.244319 -0.200561
44 F -1.123048 -1.894185 -0.157897
45 F -3.014009 -3.148824 -0.443995
46 F -1.406856 -3.846802 1.022723
47 O -0.036274 1.712185 -0.082260

Cartesian forces (eV/Å) of the 6 atoms listed first:
1.0 1.7 -0.1
-0.2 0.0 -0.1
0.3 -0.5 0.7
-0.5 0.5 -0.1
0.8 -0.5 0.1
-0.6 0.5 0.2

[2]
Molecular formula: C9H16N5Si
Method: DFT, wB97M-V/def2-TZVPD

Calculated values
- HOMO-LUMO gap: 0.2244 hartree
- E_HOMO: -10.79 eV
- Charge: +1

Element x y z (Å)
1 C 5.397350 0.461167 0.060649
2 C 3.260878 0.939720 0.040105
3 C 3.487277 -0.428494 0.082115
4 C 1.218141 -0.753434 0.091878
5 C 1.917612 1.479680 0.002824
6 C 2.672455 -2.740329 0.129451
7 C -2.973343 0.320252 1.799767
8 C -3.056578 -1.056284 -1.120336
9 C -1.819275 1.967963 -0.745735
10 N 4.809367 -0.707286 0.093675
11 N 0.926126 0.495716 0.043603
12 N 4.516522 1.489405 0.024482
13 N 2.444083 -1.315850 0.108209
14 N 1.540398 2.697222 -0.063657
15 Si -2.623605 0.430671 -0.045796
16 H 6.457744 0.599420 0.050831
17 H 0.391652 -1.455790 0.125420
18 H 3.747214 -2.901928 0.149767
19 H 2.219215 -3.186539 1.014804
20 H 2.252115 -3.207320 -0.762233
21 H -2.243424 0.906270 2.357263
22 H -3.957328 0.720365 2.041795
23 H -2.938863 -0.702753 2.170068
24 H -3.625726 -0.768212 -2.004263
25 H -2.148798 -1.539727 -1.478369
26 H -3.641186 -1.802947 -0.583177
27 H -1.817196 1.973316 -1.834966
28 H -2.318051 2.880183 -0.411754
29 H -0.768885 2.036870 -0.420810
30 H 4.735897 2.471716 0.000254
31 H 2.298090 3.370326 -0.087849

Cartesian forces (eV/Å) of the 6 atoms listed first:
-0.2 0.1 0.0
-0.5 -1.0 0.0
0.2 1.4 0.0
0.0 -0.4 0.0
0.5 0.6 0.0
-0.1 -0.6 0.0

[3]
Molecular formula: C5H11NO
Method: DFT, wB97M-V/def2-TZVPD

Calculated values
- SMILES: CC(C)N(C)C=O
- HOMO-LUMO gap: 0.3664 hartree
- E_HOMO: -9.07 eV

Element x y z (Å)
1 C -1.299019 1.335175 0.414969
2 N -0.086800 0.666146 0.609907
3 C 0.954621 1.355889 1.375207
4 C -0.994759 -1.701758 -0.288548
5 C 0.167863 -0.769694 -0.014983
6 C 0.809101 -0.492277 -1.460348
7 O -1.499979 2.443676 0.793591
8 H -2.069138 0.740183 -0.054737
9 H 1.129514 0.841293 2.343984
10 H 0.579090 2.308380 1.699909
11 H 1.767275 1.505521 0.722232
12 H -0.483118 -2.670713 -0.143547
13 H -1.111725 -1.600768 -1.367550
14 H -1.849059 -1.803402 0.222152
15 H 0.947760 -1.160324 0.673269
16 H 0.216158 0.016780 -2.281330
17 H 1.523146 0.310134 -1.281770
18 H 1.299072 -1.324241 -1.962407

Cartesian forces (eV/Å) of the 6 atoms listed first:
2.2 -2.2 0.3
-1.8 -1.4 -0.8
-1.5 -1.1 0.7
4.1 -1.0 -2.1
0.7 3.5 -0.6
0.3 1.4 0.5

[4]
Molecular formula: C48H37MgN4O4
Method: DFT, wB97M-V/def2-TZVPD

Calculated values
- HOMO-LUMO gap (alpha / beta): 0.1757 / 0.1758 hartree
- E_HOMO (alpha / beta): -2.68 / -2.68 eV
- Charge: -1

Element x y z (Å)
1 Mg 0.000000 0.000000 0.000000
2 C 0.074403 5.179585 -8.505837
3 O 1.169835 4.908983 -7.640268
4 C 0.901820 4.159408 -6.526903
5 C -0.355491 3.697216 -6.136664
6 C -0.491874 2.939953 -4.969312
7 C 0.627975 2.630113 -4.184310
8 C 1.886631 3.096169 -4.574618
9 C 2.017633 3.858285 -5.739051
10 C 0.456311 1.830089 -2.939839
11 C 0.360522 0.487654 -3.072843
12 C 0.504464 -0.262512 -4.301488
13 C 0.280139 -1.555594 -4.091200
14 C -0.035355 -1.581111 -2.649653
15 N 0.050490 -0.414892 -2.079585
16 C -0.435350 -2.895864 -2.053463
17 C -0.612146 -2.962231 -0.712996
18 C -1.032577 -4.188321 -0.068621
19 C -1.153306 -3.950405 1.230064
20 C -0.825029 -2.555117 1.468945
21 C -0.912003 -2.020052 2.714314
22 C -1.402770 -2.818698 3.861371
23 C -0.516545 -3.499437 4.700642
24 C -1.006351 -4.243015 5.778207
25 C -2.381231 -4.326387 6.021861
26 O -2.729777 -5.092455 7.102380
27 C -4.118499 -5.341328 7.278800
28 C -3.267600 -3.648608 5.183215
29 C -2.779462 -2.899175 4.108723
30 C -0.610677 -0.564559 2.911678
31 N -0.319199 0.328905 2.017059
32 C -0.223984 1.539035 2.650714
33 C -0.050349 2.738839 2.050052
34 C -0.106052 3.941024 2.927934
35 C 1.066460 4.535934 3.403237
36 C 0.993116 5.671267 4.214827
37 C -0.243954 6.221458 4.565030
38 O -0.173364 7.328232 5.366938
39 C -1.408854 7.872103 5.814035
40 C -1.414910 5.630648 4.088205
41 C -1.345936 4.498149 3.270912
42 C 0.152678 2.906562 0.539697
43 C 0.278312 4.145627 -0.074054
44 C 0.409296 3.904632 -1.429413
45 C 0.362098 2.529092 -1.591206
46 N 0.240676 1.954965 -0.395124
47 C -0.420508 1.282410 4.061877
48 C -0.667914 -0.008941 4.277318
49 N -0.475652 -2.005678 0.258330
50 C -0.716435 -4.045810 -2.942756
51 C -1.957353 -4.132184 -3.586905
52 C -2.231193 -5.182798 -4.467752
53 C -1.266602 -6.162761 -4.708250
54 O -1.404755 -7.232871 -5.551681
55 C -2.617438 -7.306706 -6.289733
56 C -0.035188 -6.088757 -4.049042
57 C 0.242102 -5.037174 -3.171018
58 H 0.452853 5.760269 -9.352588
59 H -0.686952 5.784642 -8.002455
60 H -0.354459 4.253435 -8.903097
61 H -1.251049 3.905594 -6.711189
62 H -1.476704 2.583429 -4.670073
63 H 2.764815 2.866498 -3.974738
64 H 2.999716 4.217507 -6.035559
65 H 0.774170 0.159556 -5.255285
66 H 0.319152 -2.375762 -4.779412
67 H -1.221107 -5.135018 -0.543411
68 H -1.453050 -4.677351 1.964346
69 H 0.552075 -3.457306 4.502741
70 H -0.309678 -4.772141 6.422056
71 H -4.230935 -6.020094 8.129707
72 H -4.549272 -5.835464 6.401280
73 H -4.656886 -4.418318 7.517799
74 H -4.341127 -3.682345 5.326807
75 H -3.470003 -2.385154 3.441843
76 H 2.036284 4.116547 3.143433
77 H 1.909358 6.127895 4.580158
78 H -1.183783 8.723054 6.464177
79 H -1.972060 7.142104 6.405202
80 H -2.003635 8.244711 4.973616
81 H -2.397426 6.021429 4.328587
82 H -2.263795 4.042158 2.902053
83 H 0.260759 5.115194 0.403901
84 H 0.514322 4.649790 -2.205594
85 H -0.378055 2.030897 4.835444
86 H -0.858753 -0.523913 5.196932
87 H -2.711785 -3.371536 -3.392535
88 H -3.206392 -5.202260 -4.939968
89 H -2.564034 -8.190314 -6.932996
90 H -2.740753 -6.432282 -6.937849
91 H -3.478402 -7.431717 -5.624922
92 H 0.716352 -6.854760 -4.217907
93 H 1.199811 -4.986981 -2.657797
94 H 1.738950 -0.280224 0.207804

Cartesian forces (eV/Å) of the 6 atoms listed first:
1.6 -1.0 -0.1
0.2 0.1 -0.1
-0.5 0.1 -0.4
0.3 -0.2 0.4
-0.1 0.0 0.0
0.7 0.1 0.0